An isolated molecule of C23H20N6O5S in a non-equilibrium geometry. Source: OMol25; level of theory: wB97M-V/def2-TZVPD.

```
! wB97M-V def2-TZVPD RIJCOSX def2/J DEFGRID3
* xyz 0 1
C 2.87200 9.89947 -0.32251
C 3.35713 8.50166 0.02624
O 2.36037 7.58574 -0.39240
C 2.54297 6.26484 -0.19139
C 1.50286 5.43027 -0.61923
C 1.58663 4.06759 -0.46798
C 2.71985 3.49877 0.11391
N 2.77209 2.09311 0.26146
C 3.93423 1.39442 0.32377
C 3.92257 0.05347 0.50852
C 2.67773 -0.66663 0.64503
O 2.62044 -1.87805 0.87703
C 1.51032 0.20283 0.46620
C 0.08847 -0.29447 0.45124
O -0.83414 0.44196 0.17453
N -0.00710 -1.61261 0.77161
C -1.14530 -2.39295 0.89250
C -2.43550 -1.89712 0.68912
C -3.52271 -2.73732 0.84014
C -3.32380 -4.05817 1.18948
S -4.73692 -5.11720 1.36321
O -4.37426 -6.37702 1.93316
O -5.83623 -4.40131 1.93713
N -5.22106 -5.35260 -0.25873
C -4.46752 -6.10745 -1.09809
N -3.17876 -6.22736 -0.78758
C -2.43963 -6.96124 -1.59800
C -2.95686 -7.57472 -2.72989
C -4.30603 -7.35861 -2.97053
N -5.06403 -6.63411 -2.16815
C -2.05596 -4.56705 1.39715
C -0.96637 -3.73519 1.24836
N 1.60912 1.48486 0.30061
C 3.74716 4.31823 0.55936
C 3.66368 5.69076 0.40503
H 3.61053 10.63411 -0.01534
H 2.71151 9.98016 -1.39389
H 1.93300 10.10300 0.18437
H 4.30362 8.28758 -0.48874
H 3.51587 8.41377 1.10958
H 0.63578 5.88561 -1.06906
H 0.78314 3.42232 -0.78434
H 4.84924 1.95052 0.19364
H 4.84183 -0.50874 0.55235
H 0.89215 -2.08961 0.92809
H -2.56932 -0.86289 0.41842
H -4.52967 -2.37798 0.70159
H -6.20751 -5.30451 -0.46082
H -1.39629 -7.04907 -1.32303
H -2.34886 -8.17622 -3.38389
H -4.80967 -7.77885 -3.83196
H -1.95372 -5.60478 1.66648
H 0.03455 -4.10930 1.40615
H 4.61274 3.90631 1.05510
H 4.47564 6.30175 0.76499
*
```

SMILES   CCOc1ccc(-n2ccc(=O)c(C(=O)Nc3ccc(S(=O)(=O)Nc4ncccn4)cc3)n2)cc1
LUMO energy   -0.012 Eh
Gap between HOMO and LUMO   8.173 eV
M   492.52 g/mol
HOMO level   -8.5050 eV

Need the Löwdin charges? In units of e they are: atom 1 (C): -0.06, atom 2 (C): -0.26, atom 3 (O): -0.04, atom 4 (C): -0.27, atom 5 (C): 0.02, atom 6 (C): 0.01, atom 7 (C): -0.19, atom 8 (N): -0.06, atom 9 (C): -0.01, atom 10 (C): 0.04, atom 11 (C): -0.35, atom 12 (O): 0.02, atom 13 (C): -0.06, atom 14 (C): -0.39, atom 15 (O): 0.08, atom 16 (N): 0.15, atom 17 (C): -0.20, atom 18 (C): 0.01, atom 19 (C): -0.04, atom 20 (C): -0.31, atom 21 (S): 0.68, atom 22 (O): -0.28, atom 23 (O): -0.29, atom 24 (N): -0.01, atom 25 (C): -0.44, atom 26 (N): 0.13, atom 27 (C): -0.11, atom 28 (C): -0.05, atom 29 (C): -0.13, atom 30 (N): 0.13, atom 31 (C): -0.07, atom 32 (C): 0.00, atom 33 (N): 0.19, atom 34 (C): -0.02, atom 35 (C): -0.01, atom 36 (H): 0.08, atom 37 (H): 0.08, atom 38 (H): 0.08, atom 39 (H): 0.13, atom 40 (H): 0.13, atom 41 (H): 0.12, atom 42 (H): 0.12, atom 43 (H): 0.13, atom 44 (H): 0.12, atom 45 (H): 0.10, atom 46 (H): 0.10, atom 47 (H): 0.12, atom 48 (H): 0.13, atom 49 (H): 0.11, atom 50 (H): 0.09, atom 51 (H): 0.11, atom 52 (H): 0.11, atom 53 (H): 0.12, atom 54 (H): 0.11, atom 55 (H): 0.11